<1>
This record from the Open Molecules 2025 dataset describes a single C4H7N3O molecule. The level of theory is the ωB97M-V functional and the def2-TZVPD basis.

Values from the calculation:
HOMO energy   -9.2 eV
HOMO-LUMO gap   9.44 eV
SMILES string   [H]/N=C1\C[C@H](O)/C(=N\[H])N1

Last column: Mulliken charge in e.
Atoms and positions in Å:
H  0.052  -0.167  3.464  0.256
N  -0.333  -0.735  2.634  -0.679
C  -0.199  -0.438  1.471  0.389
C  0.416  0.859  0.682  -0.606
C  0.469  0.526  -0.796  0.175
O  -0.146  1.403  -1.854  -0.605
C  -0.493  -0.798  -0.811  0.242
N  -0.810  -1.468  -1.880  -0.781
H  -0.599  -0.778  -2.671  0.269
N  -0.668  -1.253  0.482  -0.090
H  -0.281  1.769  1.029  0.234
H  1.481  1.107  1.009  0.281
H  1.472  0.393  -0.942  0.330
H  0.734  1.670  -2.548  0.382
H  -1.097  -2.090  0.733  0.202



<2>
This record from the Open Molecules 2025 dataset describes a single C4H7N3O molecule. The level of theory is the ωB97M-V functional and the def2-TZVPD basis.

Values from the calculation:
HOMO energy   -9.1 eV
HOMO-LUMO gap   9.72 eV
SMILES string   O=CN/N=C\N1CC1

Last column: Mulliken charge in e.
Atoms and positions in Å:
O  -2.864  -0.937  -0.072  -0.586
C  -2.292  0.265  0.133  0.127
N  -0.893  0.196  -0.175  0.160
N  -0.122  1.292  -0.113  -0.610
C  1.046  1.278  0.043  0.056
N  1.980  0.249  0.040  -0.357
C  1.794  -1.071  -0.588  -0.206
C  1.385  -0.949  0.771  -0.416
H  -2.786  1.385  0.659  0.272
H  -0.488  -0.866  -0.752  0.329
H  1.605  2.291  -0.188  0.279
H  2.805  -1.470  -0.738  0.208
H  1.155  -0.970  -1.578  0.256
H  2.005  -1.137  1.736  0.262
H  0.260  -1.028  1.027  0.226



Here are the energies relative to the best structure, in eV: <1> 0.000; <2> 4.695.



<1>
This record from the Open Molecules 2025 dataset describes a single C4H7N3O molecule. The level of theory is the ωB97M-V functional and the def2-TZVPD basis.

Values from the calculation:
HOMO energy   -6.6 eV
HOMO-LUMO gap   7.17 eV
SMILES string   Nc1cc(N)n(O)c1

Last column: Mulliken charge in e.
Atoms and positions in Å:
N  -1.611  1.437  1.679  -0.586
C  -0.832  0.632  0.728  0.464
C  -0.041  -0.510  1.085  -0.825
C  0.600  -0.825  -0.215  0.327
N  1.628  -1.737  -0.333  -0.503
N  0.190  0.133  -1.140  0.175
O  0.828  0.263  -2.336  -0.474
C  -0.731  0.975  -0.670  -0.663
H  -2.215  0.900  2.458  0.253
H  -2.265  1.981  1.122  0.249
H  0.010  -1.057  1.999  0.341
H  1.670  -2.547  0.278  0.230
H  2.274  -1.856  -1.399  0.247
H  1.727  0.489  -2.045  0.347
H  -1.231  1.722  -1.211  0.419



<2>
This record from the Open Molecules 2025 dataset describes a single C4H7N3O molecule. The level of theory is the ωB97M-V functional and the def2-TZVPD basis.

Values from the calculation:
HOMO energy (spin up / spin down)   -6.6 / -6.6 eV
HOMO-LUMO gap (spin up / spin down)   6.94 / 6.91 eV

Last column: Mulliken charge in e.
Atoms and positions in Å:
C  -0.357  -0.465  -1.712  -0.578
C  -0.158  0.693  -1.335  0.358
C  -0.557  -1.631  -0.777  0.435
C  0.430  0.310  1.937  -0.550
N  -0.514  -1.279  0.531  0.216
N  -0.614  -0.030  0.934  -0.754
N  0.321  1.884  -1.238  -0.346
O  -0.798  -2.709  -1.197  -0.628
H  -0.358  -0.704  -2.737  0.438
H  0.565  -0.572  2.621  0.301
H  1.345  0.603  1.347  0.135
H  0.131  1.222  2.569  0.199
H  -0.417  -1.993  1.218  0.257
H  1.196  1.879  -0.745  0.258
H  -0.215  2.792  -1.415  0.261



Here are the energies relative to the best structure, in eV: <1> 0.000; <2> 0.901.



<1>
This record from the Open Molecules 2025 dataset describes a single C4H6O molecule. The level of theory is the ωB97M-V functional and the def2-TZVPD basis.

Values from the calculation:
HOMO energy   -8.8 eV
HOMO-LUMO gap   9.66 eV
SMILES string   CCC=C=O

Last column: Mulliken charge in e.
Atoms and positions in Å:
C  -0.634  0.799  -0.854  -1.053
C  -0.678  -0.420  0.069  -0.353
C  0.511  -0.511  1.012  -0.596
C  1.757  -0.459  0.595  0.600
O  2.863  -0.412  0.214  -0.401
H  0.283  0.810  -1.455  0.311
H  -0.654  1.726  -0.272  0.299
H  -1.486  0.805  -1.543  0.316
H  -1.583  -0.381  0.685  0.289
H  -0.756  -1.335  -0.531  0.263
H  0.376  -0.623  2.081  0.324



<2>
This record from the Open Molecules 2025 dataset describes a molecular structure, C4H6O. The level of theory is the ωB97M-V functional and the def2-TZVPD basis.

Values from the calculation:
HOMO energy   -8.2 eV
HOMO-LUMO gap   9.04 eV

Last column: Mulliken charge in e.
Atoms and positions in Å:
C  0.006  0.619  0.904  -0.758
C  0.969  -0.071  -0.148  0.075
O  1.504  -1.312  0.164  -0.514
C  -0.360  0.094  -0.619  0.304
C  -1.612  0.137  -1.049  -1.084
H  0.233  1.664  1.105  0.309
H  -0.133  -0.026  1.771  0.327
H  -1.292  0.561  0.302  0.450
H  1.752  0.594  -0.507  0.320
H  0.798  -1.969  0.101  0.330
H  -1.865  -0.290  -2.025  0.242



<3>
This record from the Open Molecules 2025 dataset describes a single C4H6O molecule. The level of theory is the ωB97M-V functional and the def2-TZVPD basis.

Values from the calculation:
HOMO energy   -8.7 eV
HOMO-LUMO gap   9.96 eV
SMILES string   C=COC=C

Last column: Mulliken charge in e.
Atoms and positions in Å:
C  2.047  1.149  -0.086  -0.603
C  1.216  0.259  0.295  0.111
O  -0.101  0.429  -0.038  -0.336
C  -1.000  -0.536  0.270  0.120
C  -2.148  -0.808  -0.483  -0.719
H  3.085  0.900  0.102  0.277
H  1.582  2.252  -0.476  0.194
H  1.393  -0.852  0.719  0.223
H  -0.828  -0.895  1.393  0.278
H  -2.419  -0.223  -1.446  0.219
H  -2.828  -1.675  -0.250  0.236



<4>
This record from the Open Molecules 2025 dataset describes a single C4H6O molecule. The level of theory is the ωB97M-V functional and the def2-TZVPD basis.

Values from the calculation:
HOMO energy (spin up / spin down)   -8.8 / -8.8 eV
HOMO-LUMO gap (spin up / spin down)   7.98 / 7.98 eV

Last column: Mulliken charge in e.
Atoms and positions in Å:
C  -1.223  -0.289  -0.173  -0.538
C  0.012  0.080  0.699  -0.412
C  1.290  -0.352  -0.179  -0.255
O  0.888  -0.298  -1.434  -0.689
C  -0.791  1.002  0.014  0.005
H  -2.227  -0.623  0.075  0.312
H  -0.610  -0.755  -1.055  0.281
H  0.081  0.108  1.783  0.360
H  1.697  -1.331  0.137  0.297
H  2.000  0.428  0.167  0.253
H  -1.119  2.029  -0.034  0.387



Here are the energies relative to the best structure, in eV: <1> 0.000; <2> 5.458; <3> 2.289; <4> 4.425.



<1>
This record from the Open Molecules 2025 dataset describes 2 unconnected molecules or ions with the total composition C4H6O. The level of theory is the ωB97M-V functional and the def2-TZVPD basis.

Values from the calculation:
HOMO energy   -9.5 eV
HOMO-LUMO gap   9.27 eV
SMILES string   C=C1CC1=O.[H][H]

Last column: Mulliken charge in e.
Atoms and positions in Å:
C  -1.463  -0.447  -0.147  -0.712
C  -0.328  0.260  -0.297  0.234
C  0.440  1.493  -0.070  -0.467
C  1.147  0.343  -0.167  0.400
O  2.227  -0.221  -0.134  -0.505
H  -1.413  -1.503  -0.316  0.334
H  -2.367  0.116  -0.040  0.265
H  0.580  2.205  -0.931  0.184
H  0.235  2.070  0.762  0.285
H  0.832  -2.171  0.533  0.048
H  0.109  -2.145  0.807  -0.066



<2>
This record from the Open Molecules 2025 dataset describes a single C4H6O molecule. The level of theory is the ωB97M-V functional and the def2-TZVPD basis.

Values from the calculation:
HOMO energy   -10.0 eV
HOMO-LUMO gap   10.61 eV
SMILES string   C#CCOC

Last column: Mulliken charge in e.
Atoms and positions in Å:
C  -1.569  -1.085  1.453  -0.234
C  -0.972  -0.138  0.999  -0.255
C  0.495  -0.147  0.655  -0.241
O  0.712  -0.335  -0.703  -0.310
C  0.369  0.800  -1.452  -0.667
H  -1.788  -2.060  1.804  0.347
H  0.895  -1.041  1.142  0.237
H  0.996  0.733  1.064  0.312
H  -0.701  1.038  -1.353  0.286
H  0.604  0.569  -2.491  0.232
H  0.960  1.665  -1.119  0.294



Here are the energies relative to the best structure, in eV: <1> 0.609; <2> 0.000.